No. 1
A 6-piece molecular cluster, C38H38N10O10 overall. Source: OMol25; level of theory: ωB97M-V with the def2-TZVPD basis set.

The value obtained for the frontier orbital gap is 6.79 eV. The calculation puts the LUMO energy at -1.17 eV. The HOMO energy is -7.96 eV. As for the structure (SMILES): C=C[C@@H](C#N)[C@H](C#N)CC(N)(N)N.O=[N+]([O-])c1ccccc1.O=[N+]([O-])c1ccccc1.O=[N+]([O-])c1ccccc1.O=[N+]([O-])c1ccccc1.O=[N+]([O-])c1ccccc1. The calculation puts the molar mass at 794.78 g/mol.

Each line ends with the Löwdin charge.
CARTESIAN COORDINATES (ANGSTROEM)
C1 -9.302 6.903 -6.136  0.027
C2 -9.757 5.711 -5.538  -0.140
C3 -9.848 5.576 -4.009  -0.262
C4 -11.117 4.831 -3.614  -0.205
N1 -12.066 4.516 -3.114  0.163
C5 -8.573 4.811 -3.459  -0.209
C6 -7.389 5.521 -4.051  -0.224
N2 -6.433 6.057 -4.284  0.200
C7 -8.714 3.311 -3.885  -0.108
C8 -7.368 2.575 -4.210  -0.648
N3 -7.682 1.106 -4.208  0.048
N4 -6.893 2.853 -5.578  0.083
N5 -6.318 2.760 -3.219  0.098
H1 -9.952 7.764 -6.368  0.064
H2 -8.221 7.018 -6.359  0.065
H3 -10.016 4.841 -6.170  0.113
H4 -9.838 6.604 -3.601  0.154
H5 -8.620 4.902 -2.364  0.157
H6 -9.362 3.185 -4.772  0.108
H7 -9.182 2.774 -3.039  0.127
H8 -7.559 0.768 -3.254  0.069
H9 -8.681 0.996 -4.397  0.063
H10 -7.602 3.377 -6.092  0.060
H11 -6.870 1.956 -6.062  0.070
H12 -6.630 3.292 -2.410  0.050
H13 -5.593 3.307 -3.682  0.075
C9 -0.347 4.406 -1.082  -0.078
C10 -0.816 3.155 -0.705  -0.084
C11 -2.176 2.941 -0.555  0.004
C12 -3.056 3.987 -0.789  -0.148
C13 -2.599 5.241 -1.159  -0.001
C14 -1.236 5.448 -1.305  -0.061
N6 -4.497 3.758 -0.655  -0.349
O1 -4.867 2.653 -0.311  0.073
O2 -5.247 4.691 -0.900  0.043
H14 0.716 4.569 -1.202  0.112
H15 -0.119 2.346 -0.531  0.105
H16 -2.535 1.964 -0.261  0.120
H17 -3.287 6.057 -1.337  0.119
H18 -0.867 6.423 -1.595  0.109
C15 0.349 1.944 6.034  -0.073
C16 1.192 1.419 5.065  -0.058
C17 1.250 1.994 3.802  0.010
C18 0.456 3.101 3.532  -0.130
C19 -0.396 3.629 4.492  -0.008
C20 -0.447 3.045 5.747  -0.074
N7 0.520 3.737 2.212  -0.326
O3 1.260 3.244 1.380  0.067
O4 -0.168 4.725 2.025  0.076
H19 0.312 1.494 7.020  0.105
H20 1.811 0.560 5.293  0.103
H21 1.920 1.570 3.049  0.070
H22 -1.016 4.488 4.276  0.117
H23 -1.106 3.451 6.504  0.105
C21 4.719 -3.426 0.623  -0.064
C22 4.997 -3.213 1.968  -0.053
C23 4.673 -2.004 2.563  0.000
C24 4.066 -1.019 1.801  -0.135
C25 3.789 -1.216 0.456  0.006
C26 4.119 -2.427 -0.133  -0.058
N8 3.698 0.253 2.431  -0.323
O5 3.970 0.405 3.607  0.089
O6 3.134 1.089 1.740  0.044
H24 4.969 -4.372 0.166  0.086
H25 5.466 -3.994 2.554  0.100
H26 4.894 -1.848 3.610  0.092
H27 3.320 -0.443 -0.137  0.119
H28 3.907 -2.595 -1.179  0.095
C27 5.970 -9.276 -3.070  -0.070
C28 4.613 -9.091 -2.836  -0.064
C29 4.128 -7.830 -2.526  -0.001
C30 5.010 -6.764 -2.459  -0.143
C31 6.367 -6.937 -2.684  -0.002
C32 6.846 -8.201 -2.991  -0.065
N9 4.497 -5.423 -2.156  -0.340
O7 3.305 -5.307 -1.944  0.087
O8 5.293 -4.501 -2.135  0.059
H29 6.345 -10.262 -3.317  0.108
H30 3.933 -9.931 -2.898  0.110
H31 3.071 -7.693 -2.345  0.121
H32 7.054 -6.104 -2.627  0.120
H33 7.903 -8.349 -3.171  0.109
C33 9.302 -6.422 6.290  -0.071
C34 7.988 -6.871 6.265  -0.066
C35 6.956 -5.983 6.002  -0.003
C36 7.255 -4.651 5.762  -0.146
C37 8.562 -4.190 5.792  -0.001
C38 9.588 -5.083 6.058  -0.064
N10 6.168 -3.713 5.459  -0.342
O9 5.030 -4.145 5.458  0.079
O10 6.467 -2.557 5.221  0.073
H34 10.107 -7.120 6.490  0.108
H35 7.768 -7.915 6.447  0.109
H36 5.935 -6.339 5.984  0.120
H37 8.791 -3.150 5.609  0.121
H38 10.613 -4.736 6.081  0.109

***

No. 2
C38H38N10O8Sr as an isolated structure. Source: OMol25; level of theory: ωB97M-V with the def2-TZVPD basis set.

The value obtained for the frontier orbital gap is 6.47 eV. The calculation puts the LUMO energy at 3.18 eV. The HOMO energy is -3.30 eV. The calculation puts the molar mass at 850.40 g/mol. Its charge is -2.

Each line ends with the natural charge from an NBO analysis.
CARTESIAN COORDINATES (ANGSTROEM)
Sr1 0.573 -0.727 0.450  1.783
C1 4.040 -3.963 0.757  -0.227
C2 3.066 -2.956 0.742  0.091
N1 2.257 -2.749 -0.268  -0.440
C3 2.368 -3.519 -1.353  0.249
C4 3.312 -4.579 -1.440  -0.117
C5 4.158 -4.785 -0.332  -0.154
C6 3.389 -5.384 -2.602  -0.167
C7 2.558 -5.165 -3.660  -0.204
C8 1.619 -4.105 -3.630  -0.092
C9 0.767 -3.843 -4.719  -0.171
C10 -0.099 -2.779 -4.644  -0.211
C11 -0.112 -2.005 -3.480  0.038
N2 0.657 -2.243 -2.438  -0.402
C12 1.515 -3.263 -2.490  0.151
H1 4.677 -4.082 1.622  0.224
H2 2.954 -2.299 1.589  0.221
H3 4.885 -5.587 -0.370  0.205
H4 4.126 -6.175 -2.637  0.205
H5 2.601 -5.787 -4.546  0.203
H6 0.814 -4.476 -5.598  0.204
H7 -0.760 -2.540 -5.466  0.203
H8 -0.781 -1.162 -3.387  0.206
O1 -5.052 1.831 4.563  -0.768
C13 -4.804 0.629 4.401  0.742
O2 -5.344 -0.367 4.891  -0.753
C14 -3.627 0.343 3.399  -0.080
C15 -3.124 1.391 2.634  -0.248
C16 -2.081 1.150 1.762  0.016
N3 -1.511 -0.040 1.623  -0.559
C17 -2.000 -1.058 2.329  0.052
C18 -3.060 -0.912 3.219  -0.170
C19 -1.359 -2.417 2.045  0.755
O3 -2.037 -3.424 2.243  -0.698
O4 -0.188 -2.383 1.585  -0.889
H9 -3.563 2.372 2.748  0.236
H10 -1.668 1.934 1.143  0.201
H11 -3.436 -1.766 3.765  0.245
C20 -4.187 1.666 -3.050  -0.403
N4 -3.641 0.329 -3.099  -0.460
C21 -4.667 -0.677 -3.335  -0.214
C22 -4.085 -1.940 -2.714  -0.208
N5 -3.169 -1.410 -1.740  -0.419
C23 -2.365 -2.330 -0.983  -0.405
C24 -2.761 -0.153 -2.096  0.613
N6 -1.718 0.385 -1.615  -0.586
C25 -1.266 1.689 -2.002  -0.242
C26 0.168 1.954 -1.527  -0.226
N7 0.212 2.342 -0.146  -0.593
C27 0.415 3.525 0.255  0.617
N8 0.491 3.838 1.595  -0.422
C28 0.760 2.846 2.602  -0.419
C29 1.116 5.126 1.769  -0.213
C30 0.832 5.817 0.440  -0.204
N9 0.595 4.718 -0.474  -0.458
C31 -0.171 5.027 -1.658  -0.401
H12 -4.785 1.816 -3.951  0.191
H13 -3.400 2.411 -3.039  0.215
H14 -4.828 1.823 -2.174  0.185
H15 -4.854 -0.771 -4.411  0.190
H16 -5.607 -0.396 -2.839  0.179
H17 -3.550 -2.543 -3.469  0.165
H18 -4.843 -2.567 -2.237  0.205
H19 -2.929 -2.723 -0.135  0.237
H20 -1.488 -1.809 -0.608  0.218
H21 -2.030 -3.164 -1.609  0.181
H22 -1.920 2.450 -1.550  0.179
H23 -1.293 1.795 -3.100  0.166
H24 0.636 2.697 -2.184  0.169
H25 0.734 1.028 -1.602  0.217
H26 0.451 1.875 2.228  0.247
H27 0.196 3.092 3.504  0.205
H28 1.827 2.812 2.852  0.197
H29 2.197 5.015 1.943  0.184
H30 0.678 5.652 2.623  0.198
H31 1.670 6.433 0.095  0.191
H32 -0.061 6.460 0.518  0.167
H33 -0.596 6.033 -1.574  0.186
H34 -0.994 4.325 -1.784  0.205
H35 0.456 4.996 -2.556  0.190
O5 4.531 1.164 6.442  -0.760
C32 4.962 1.151 5.284  0.741
O6 6.075 1.445 4.842  -0.754
C33 3.914 0.685 4.207  -0.065
C34 2.691 0.154 4.608  -0.242
C35 1.782 -0.242 3.644  0.019
N10 2.018 -0.134 2.343  -0.572
C36 3.188 0.368 1.944  0.070
C37 4.163 0.783 2.845  -0.222
C38 3.399 0.465 0.424  0.755
O7 4.501 0.826 0.017  -0.695
O8 2.400 0.160 -0.274  -0.886
H36 2.488 0.058 5.666  0.243
H37 0.824 -0.668 3.914  0.201
H38 5.102 1.176 2.486  0.260

***

No. 3
C38H39BN6O2PRuS2 as an isolated structure. Source: OMol25; level of theory: ωB97M-V with the def2-TZVPD basis set.

The value obtained for the frontier orbital gap (alpha / beta) is 5.59 / 5.59 eV. The calculation puts the LUMO energy (alpha / beta) at -4.58 / -4.58 eV. The HOMO energy (alpha / beta) is -10.17 / -10.16 eV. The calculation puts the molar mass at 818.76 g/mol. Its charge is +1.

Each line ends with the Löwdin charge.
CARTESIAN COORDINATES (ANGSTROEM)
Ru1 0.074 0.873 -0.226  0.785
C1 1.394 1.561 -4.293  0.020
C2 1.389 1.328 -2.819  -0.397
O1 0.318 1.093 -2.266  -0.146
C3 2.683 1.375 -2.135  0.047
C4 2.972 1.209 -0.831  -0.264
C5 4.373 1.292 -0.323  -0.015
N1 1.942 0.969 0.118  -0.186
N2 2.369 0.952 1.353  0.116
C6 1.332 0.812 2.225  -0.400
O2 0.139 0.763 1.827  -0.156
C7 1.650 0.684 3.651  -0.157
C8 0.612 0.487 4.562  -0.016
C9 0.897 0.323 5.906  -0.062
C10 2.216 0.353 6.344  -0.063
C11 3.250 0.549 5.440  -0.062
C12 2.973 0.713 4.093  -0.021
H1 0.381 1.498 -4.681  0.087
H2 2.034 0.822 -4.781  0.103
H3 1.811 2.548 -4.506  0.107
H4 3.526 1.566 -2.786  0.127
H5 5.066 1.394 -1.153  0.090
H6 4.620 0.409 0.266  0.073
H7 4.473 2.152 0.341  0.100
H8 -0.409 0.459 4.204  0.115
H9 0.094 0.170 6.614  0.109
H10 2.436 0.224 7.396  0.110
H11 4.275 0.575 5.786  0.110
H12 3.769 0.861 3.377  0.112
C13 -1.273 4.170 2.451  -0.014
N3 -1.925 4.249 1.153  -0.110
C14 -3.216 4.671 0.918  -0.028
C15 -3.421 4.561 -0.414  -0.042
N4 -2.268 4.072 -0.987  -0.021
B1 -2.112 3.761 -2.497  -0.421
N5 -2.466 2.231 -2.775  0.017
C16 -2.793 1.852 -4.058  -0.057
C17 -3.204 0.564 -4.035  -0.037
N6 -3.118 0.153 -2.723  -0.123
C18 -3.604 -1.116 -2.201  -0.017
C19 -2.648 1.181 -1.975  -0.629
S1 -2.313 1.010 -0.273  0.707
C20 -1.360 3.907 -0.019  -0.740
S2 0.261 3.358 -0.198  0.713
H13 -1.930 4.620 3.190  0.095
H14 -0.328 4.705 2.427  0.088
H15 -1.086 3.128 2.710  0.081
H16 -3.858 5.010 1.712  0.125
H17 -4.290 4.781 -1.007  0.127
H18 -2.953 4.398 -3.079  0.080
H19 -0.995 3.976 -2.885  0.066
H20 -2.743 2.554 -4.873  0.129
H21 -3.581 -0.077 -4.813  0.125
H22 -3.736 -1.803 -3.034  0.100
H23 -4.556 -0.975 -1.690  0.104
H24 -2.893 -1.533 -1.494  0.048
C21 -3.634 -3.549 1.652  -0.065
C22 -3.180 -2.327 2.128  -0.060
C23 -2.072 -1.725 1.551  -0.146
C24 -1.399 -2.355 0.506  -0.379
C25 -1.865 -3.575 0.021  -0.078
C26 -2.979 -4.170 0.596  -0.065
P1 0.073 -1.548 -0.182  1.054
C27 1.447 -2.085 0.889  -0.348
C28 1.218 -2.459 2.211  -0.070
C29 2.284 -2.738 3.056  -0.062
C30 3.586 -2.648 2.589  -0.065
C31 3.823 -2.271 1.273  -0.072
C32 2.762 -1.980 0.433  -0.122
C33 0.372 -2.355 -1.786  -0.346
C34 1.078 -3.553 -1.903  -0.088
C35 1.217 -4.168 -3.138  -0.063
C36 0.646 -3.598 -4.269  -0.065
C37 -0.068 -2.413 -4.160  -0.063
C38 -0.203 -1.794 -2.926  -0.099
H25 -4.506 -4.013 2.094  0.110
H26 -3.698 -1.832 2.940  0.111
H27 -1.735 -0.757 1.907  0.069
H28 -1.366 -4.065 -0.806  0.105
H29 -3.335 -5.119 0.218  0.110
H30 0.207 -2.539 2.587  0.105
H31 2.093 -3.024 4.082  0.115
H32 4.415 -2.872 3.247  0.112
H33 4.839 -2.203 0.903  0.110
H34 2.957 -1.669 -0.588  0.108
H35 1.513 -4.016 -1.026  0.112
H36 1.766 -5.097 -3.216  0.111
H37 0.756 -4.080 -5.232  0.110
H38 -0.518 -1.967 -5.038  0.109
H39 -0.744 -0.860 -2.852  0.075

***

Question: What is the molar mass in the second record?
Answer: 850.40 g/mol

***

Question: Which of these has the highest molar mass?
Answer: C38H38N10O8Sr

***

Question: The lowest molar mass belongs to which entry?
Answer: C38H38N10O10